Entry 1:
A 2-piece molecular cluster, C3H4N2O2P overall in a non-equilibrium geometry. Source: the OMol25 dataset; level of theory: the ωB97M-V functional and the def2-TZVPD basis.

Geometry as XYZ:
```
12
Properties=species:S:1:pos:R:3
C 0.6649 1.6293 -0.3745
C 0.0946 1.3314 -1.5961
C 0.2375 0.6434 0.5072
N -0.6427 0.2179 -1.4369
N -0.5508 -0.2102 -0.1606
O 0.4504 -3.9050 2.5366
O -1.1285 -1.2417 0.2288
P 0.1285 -2.9753 3.5477
H 1.3058 2.4528 -0.1394
H 0.1764 1.8317 -2.5379
H 0.4471 0.5188 1.5492
H -1.1832 -0.2933 -2.1240
```

Values from the calculation:
Kohn-Sham gap (spin up / spin down) (Eh): 0.2319 / 0.1163
Total charge: +1
Energy relative to the best compared isomer or geometry (same formula, charge and spin) (eV): 0.010

Entry 2:
One molecule with the formula C3H4N2O2S in a non-equilibrium geometry. Source: the OMol25 dataset; level of theory: the ωB97M-V functional and the def2-TZVPD basis.

Geometry as XYZ:
```
12
Properties=species:S:1:pos:R:3
C -0.2116 0.1460 -0.4267
C 0.9149 1.0365 0.0040
C 1.2524 -1.3233 0.3942
N 0.0536 -1.1634 0.0499
N -2.5036 -0.3460 -0.2479
O -1.4122 0.5285 0.0735
O -3.4907 -0.1568 0.3193
S 2.3394 0.0206 0.4312
H -0.2366 0.2176 -1.5262
H 1.1275 1.7863 -0.7059
H 0.5505 1.4897 0.9943
H 1.6165 -2.2357 0.6404
```

Values from the calculation:
Kohn-Sham gap (Eh): 0.3512
SMILES: O=NO[C@H]1CSC=N1
Energy relative to the best compared isomer or geometry (same formula, charge and spin) (eV): 4.279

Entry 3:
One molecule with the formula C3H4N2O2S in a non-equilibrium geometry. Source: the OMol25 dataset; level of theory: the ωB97M-V functional and the def2-TZVPD basis.

Geometry as XYZ:
```
12
Properties=species:S:1:pos:R:3
C 1.2703 0.3556 -0.9094
C -0.1821 0.6914 0.9942
C -1.0015 -1.1957 -0.1297
H 0.2458 0.0234 -1.3686
H 1.8082 0.9444 0.8835
H -2.2693 0.4464 0.4639
H 0.0071 -1.6317 0.0958
N 1.0465 0.5479 0.3987
N -1.2191 0.1193 0.3785
O -0.3985 1.4083 1.9130
O -1.8961 -1.7246 -0.9514
S 2.5886 0.0153 -1.7687
```

Values from the calculation:
Kohn-Sham gap (Eh): 0.3221
SMILES: O=CNC(=O)NC=S
Energy relative to the best compared isomer or geometry (same formula, charge and spin) (eV): 1.880

Entry 4:
One molecule with the formula C3H4N2O2S in a non-equilibrium geometry. Source: the OMol25 dataset; level of theory: the ωB97M-V functional and the def2-TZVPD basis.

Geometry as XYZ:
```
12
Properties=species:S:1:pos:R:3
C 1.9994 -0.5495 0.2362
C 0.5687 -0.1047 -0.0692
C -2.0022 0.7491 0.2264
H 2.5381 1.2592 0.3844
H 2.1184 -0.7874 1.3167
H 2.2988 -1.3636 -0.4298
H -2.7981 1.3413 0.6601
N 0.2854 1.1208 -0.1109
N -2.0153 -0.4781 0.4516
O 2.9406 0.4562 0.0108
O -1.0369 1.5291 -0.3447
S -0.6671 -1.3375 -0.2504
```

Values from the calculation:
Kohn-Sham gap (Eh): 0.3589
SMILES: OCC1=NOC=NS1
Energy relative to the best compared isomer or geometry (same formula, charge and spin) (eV): 3.568

Entry 5:
One molecule with the formula C3H4N2O2S. Source: the OMol25 dataset; level of theory: the ωB97M-V functional and the def2-TZVPD basis.

Geometry as XYZ:
```
12
Properties=species:S:1:pos:R:3
C -0.8028 -0.6754 -0.0887
C 0.4902 -1.1117 -0.1112
C -0.6991 0.7296 -0.0914
H -2.6948 -0.8206 -0.0844
H 0.9047 -2.1112 -0.1132
H 3.1919 0.1740 1.1712
H -1.4580 2.4684 -0.1176
N 1.2736 0.0095 -0.1226
N 0.5415 1.1493 -0.1087
O -1.9349 -1.4220 -0.0787
O -1.7785 1.5533 -0.0896
S 2.9663 0.0568 -0.1650
```

Values from the calculation:
Kohn-Sham gap (Eh): 0.3398
SMILES: Oc1cn(S)nc1O
Energy relative to the best compared isomer or geometry (same formula, charge and spin) (eV): 1.968

Entry 6:
One molecule with the formula C3H4N2O2S. Source: the OMol25 dataset; level of theory: the ωB97M-V functional and the def2-TZVPD basis.

Geometry as XYZ:
```
12
Properties=species:S:1:pos:R:3
C 0.4240 0.2778 -0.0214
C -1.7055 0.6166 -0.1632
C -1.4369 -0.8729 -0.0821
H 3.1255 -1.2370 0.9789
H 2.1002 1.3759 0.0544
H -2.3426 0.9434 0.6713
H -2.2307 0.8636 -1.1057
N 1.7772 0.4086 0.1129
N -0.3908 1.2443 -0.1293
O -2.1642 -1.8125 -0.0801
O -0.0548 -0.9976 0.0101
S 2.8985 -0.8102 -0.2459
```

Values from the calculation:
Kohn-Sham gap (Eh): 0.3766
SMILES: O=C1CN=C(NS)O1
Energy relative to the best compared isomer or geometry (same formula, charge and spin) (eV): 0.829

Entry 7:
One molecule with the formula C3H4N2O3 in a non-equilibrium geometry. Source: the OMol25 dataset; level of theory: the ωB97M-V functional and the def2-TZVPD basis.

Geometry as XYZ:
```
12
Properties=species:S:1:pos:R:3
C 1.1048 -0.1876 -0.7503
C -0.3337 0.0542 -0.4455
C -0.8721 -0.1004 0.7179
H 1.4289 1.0764 0.6158
H 1.2651 -1.2776 -0.6067
H 1.5045 0.4083 -1.7155
H 0.6004 -0.6387 1.8051
N -1.3479 0.1602 -1.5213
N -2.3477 0.5025 -0.9185
O 1.7031 0.1229 0.3847
O -2.2657 0.2908 0.5119
O -0.4396 -0.4113 1.9223
```

Values from the calculation:
Kohn-Sham gap (Eh): 0.3668
SMILES: OCc1nnoc1O
Energy relative to the best compared isomer or geometry (same formula, charge and spin) (eV): 4.902

Entry 8:
One molecule with the formula C3H4N2O5 in a non-equilibrium geometry. Source: the OMol25 dataset; level of theory: the ωB97M-V functional and the def2-TZVPD basis.

Geometry as XYZ:
```
14
Properties=species:S:1:pos:R:3
C 0.2885 0.5821 1.4625
C 1.1734 0.0378 -0.8449
C -0.0654 -0.0166 0.0997
N -0.5415 -1.4619 0.1116
N -1.2061 0.7630 -0.4515
O 1.4099 0.5316 1.8468
O -0.5624 -2.0356 1.1496
O -0.8338 -1.8392 -0.9716
O -2.1891 0.6476 0.1783
O -0.9978 1.3932 -1.4278
H -0.5952 1.1086 2.0508
H 0.9517 -0.5491 -1.7805
H 1.1641 1.1561 -1.2111
H 2.0039 -0.3178 -0.2118
```

Values from the calculation:
Kohn-Sham gap (Eh): 0.3854
SMILES: CC(C=O)([N+](=O)[O-])[N+](=O)[O-]
Energy relative to the best compared isomer or geometry (same formula, charge and spin) (eV): 5.389

Entry 9:
One molecule with the formula C3H4N2OS in a non-equilibrium geometry. Source: the OMol25 dataset; level of theory: the ωB97M-V functional and the def2-TZVPD basis.

Geometry as XYZ:
```
11
Properties=species:S:1:pos:R:3
C -2.1344 0.4803 -0.0026
C 0.2016 -0.0132 -0.1203
C 2.4248 -0.2838 0.0874
H -1.8697 1.5649 0.0785
H -1.2001 -1.4299 -0.1299
H 0.3610 1.0785 -0.1064
H 3.1506 -1.1060 0.2431
N -1.0966 -0.4224 -0.0980
N 1.1563 -0.8053 0.0095
O 2.6918 0.9058 -0.0050
S -3.6852 0.0310 0.0435
```

Values from the calculation:
Kohn-Sham gap (Eh): 0.3155
SMILES: O=C/N=C/NC=S
Energy relative to the best compared isomer or geometry (same formula, charge and spin) (eV): 1.076

Entry 10:
A 2-piece molecular cluster, C3H4N2OS overall in a non-equilibrium geometry. Source: the OMol25 dataset; level of theory: the ωB97M-V functional and the def2-TZVPD basis.

Geometry as XYZ:
```
11
Properties=species:S:1:pos:R:3
C -1.2985 1.1193 0.0109
C -2.8209 -0.3838 -0.1375
C -0.5248 0.0203 0.5020
N -2.5493 0.9169 -0.3109
N 2.3410 -0.4332 -0.3126
O 0.6128 0.0126 0.9856
S -1.6566 -1.3697 0.4999
H -0.8155 2.0865 -0.1562
H -3.6431 -0.7256 -0.6596
H 2.8663 0.3808 -0.1830
H 2.7644 -1.1608 0.3083
```

Values from the calculation:
Kohn-Sham gap (spin up / spin down) (Eh): 0.3205 / 0.3010
Energy relative to the best compared isomer or geometry (same formula, charge and spin) (eV): 4.141

Entry 11:
A 3-piece molecular cluster, C3H4N2OS overall in a non-equilibrium geometry. Source: the OMol25 dataset; level of theory: the ωB97M-V functional and the def2-TZVPD basis.

Geometry as XYZ:
```
11
Properties=species:S:1:pos:R:3
C -0.5698 0.5236 1.1732
C 0.8223 -0.8346 -0.2432
C 0.4010 -1.8468 -1.4710
H -0.7625 2.0130 -0.8273
H -0.3677 -0.4142 1.7789
H 2.1012 -0.1441 -0.5854
H 0.7710 -1.4597 1.2008
N -1.1839 1.5842 1.4572
N 0.5358 -2.3397 -2.4975
O -0.3123 0.1647 -0.1333
S -1.4351 2.7535 0.1477
```

Values from the calculation:
Kohn-Sham gap (Eh): 0.3163
Energy relative to the best compared isomer or geometry (same formula, charge and spin) (eV): 6.625

Entry 12:
One molecule with the formula C3H4N2OS in a non-equilibrium geometry. Source: the OMol25 dataset; level of theory: the ωB97M-V functional and the def2-TZVPD basis.

Geometry as XYZ:
```
11
Properties=species:S:1:pos:R:3
C -0.3047 1.3585 0.3580
C -0.9480 0.6476 -0.5693
C 0.8120 0.8940 1.3101
N 1.4582 -0.1514 1.4243
N 0.6314 -2.7844 -1.0462
O -0.5616 -0.5575 -0.9883
S -0.1656 -1.8794 -0.1097
H -0.5651 2.3665 0.7441
H -1.7627 1.0850 -1.0496
H 0.9261 1.8133 1.9351
H 0.4799 -2.7922 -2.0084
```

Values from the calculation:
Kohn-Sham gap (spin up / spin down) (Eh): 0.3331 / 0.2716
Energy relative to the best compared isomer or geometry (same formula, charge and spin) (eV): 5.536

Copy entry 3 word for word.
One molecule with the formula C3H4N2O2S in a non-equilibrium geometry. Source: the OMol25 dataset; level of theory: the ωB97M-V functional and the def2-TZVPD basis.

Geometry as XYZ:
```
12
Properties=species:S:1:pos:R:3
C 1.2703 0.3556 -0.9094
C -0.1821 0.6914 0.9942
C -1.0015 -1.1957 -0.1297
H 0.2458 0.0234 -1.3686
H 1.8082 0.9444 0.8835
H -2.2693 0.4464 0.4639
H 0.0071 -1.6317 0.0958
N 1.0465 0.5479 0.3987
N -1.2191 0.1193 0.3785
O -0.3985 1.4083 1.9130
O -1.8961 -1.7246 -0.9514
S 2.5886 0.0153 -1.7687
```

Values from the calculation:
Kohn-Sham gap (Eh): 0.3221
SMILES: O=CNC(=O)NC=S
Energy relative to the best compared isomer or geometry (same formula, charge and spin) (eV): 1.880

Question: Look up the energy relative to the best compared isomer or geometry (same formula, charge and spin) of the second one.
Answer: 4.279 eV